# 1
Molecular formula: C30H37CrN5O
Method: DFT, ωB97M-V/def2-TZVPD

Structure (XYZ):
```
74
C30H37CrN5O | the OMol25 dataset | ωB97M-V/def2-TZVPD
C 0.342 -2.892 -2.751
H 0.670 2.935 -1.998
H 3.946 -1.288 -1.364
H 3.817 0.968 -1.279
C 0.643 -1.475 -2.394
C 2.393 5.860 2.059
C 1.986 -2.606 1.047
C -0.247 -0.382 -2.475
H -4.005 -2.211 0.278
H -2.236 0.374 -2.255
C 1.019 4.154 1.074
N 2.218 -0.324 0.917
H -5.971 1.888 1.981
H 0.484 6.226 1.151
C 3.349 4.906 2.382
H -5.524 1.329 -0.415
C 1.414 -4.903 1.378
H -2.160 -1.372 -2.520
H 3.883 2.829 2.301
H -6.120 0.189 2.356
C 3.144 3.577 2.053
H 3.264 -4.023 2.027
N 2.680 0.895 1.306
H -0.718 -3.127 -2.655
Cr 0.660 -0.337 -0.400
C 0.194 -4.650 0.771
C -1.707 -0.417 -2.788
H -0.553 -5.421 0.655
H -5.259 -0.827 -1.210
H 0.915 -3.606 -2.161
C -0.055 -3.372 0.299
H 2.699 2.320 -1.348
H 2.556 6.897 2.318
H -0.987 -3.131 -0.198
H 3.851 -1.836 3.123
H 4.479 -0.467 2.193
C 4.046 -1.460 2.117
C 3.189 -1.786 -1.968
H 0.116 3.847 0.564
N -3.605 -0.346 1.117
O 0.649 1.477 0.425
C -4.559 -1.398 0.744
H -6.495 -1.491 -0.162
C 2.321 -3.865 1.527
C 1.857 0.453 -2.009
C 1.745 1.784 1.018
C 1.228 5.483 1.404
H 2.998 -2.770 -1.538
H 3.389 1.679 -2.837
C -2.368 -0.377 0.724
H -4.998 -1.791 1.663
H 3.618 -1.946 -2.960
H -1.871 -0.261 -3.857
C 1.944 -0.968 -2.069
C -6.023 0.605 0.233
H 0.614 -3.053 -3.797
C -4.121 0.834 1.844
C 3.001 1.404 -1.853
C -5.630 -0.827 -0.184
C 2.789 -1.405 1.321
H 4.762 -2.135 1.643
N -1.264 -0.373 0.376
C -5.635 0.896 1.680
N 0.820 -2.378 0.405
H -3.656 1.721 1.410
C 0.495 0.812 -2.228
H 4.257 5.199 2.891
C 1.976 3.196 1.396
H -0.389 2.422 -3.314
H -0.927 2.307 -1.632
H -3.830 0.771 2.895
H 1.652 -5.890 1.748
C -0.068 2.194 -2.296
H -7.093 0.757 0.094
```

expectation value of S²	0.770
Kohn-Sham gap (spin up / spin down)	0.2806 / 0.2678	Eh
2S+1	2
HOMO level (spin up / spin down)	-10.534 / -10.605	eV
net charge	+1
lowest unoccupied orbital energy (spin up / spin down)	-2.90 / -3.32	eV


# 2
Molecular formula: C8H9N3O2S
Method: DFT, ωB97M-V/def2-TZVPD

Structure (XYZ):
```
23
C8H9N3O2S | the OMol25 dataset | ωB97M-V/def2-TZVPD
C -2.494 -0.188 0.394
H 5.137 -1.714 -0.238
H -3.346 3.014 -0.529
H 1.440 -0.542 0.512
H -4.216 0.854 0.567
S 3.438 0.271 -0.668
C -1.341 2.133 -0.467
N -0.407 -1.241 0.375
H 4.692 -0.606 1.168
N -1.164 -0.134 0.251
C -2.662 2.100 -0.279
N -0.958 -2.430 0.028
C -3.250 0.963 0.231
H 3.396 -1.731 0.692
H -2.875 -1.187 0.676
H 1.134 2.026 -1.142
O -0.391 -3.398 0.412
C 4.300 -1.102 0.285
H -0.699 2.962 -0.895
C 0.890 1.143 -0.389
O -1.986 -2.421 -0.727
C -0.514 0.994 -0.136
C 1.877 0.235 -0.121
```

Kohn-Sham gap	0.2785	Eh
energy above the lowest of the compared OMol25 structures with the same formula, charge and spin	494.6	kJ/mol
2S+1	1
HOMO level	-8.159	eV
net charge	0
lowest unoccupied orbital energy	-0.58	eV


# 3
Molecular formula: C3H11N3O
Method: DFT, ωB97M-V/def2-TZVPD

Structure (XYZ):
```
18
C3H11N3O | the OMol25 dataset | ωB97M-V/def2-TZVPD
H -0.758 2.118 1.203
H 2.856 1.444 -0.933
C 0.289 -0.108 -0.256
H -0.367 -1.323 1.467
H -1.559 -0.783 -1.802
H -0.009 -2.225 0.007
C 0.294 -1.367 0.601
H -1.132 0.571 1.759
N 2.632 0.585 -0.432
H 0.600 -0.287 -1.290
N -1.209 1.237 0.990
O 1.442 0.828 0.306
H -2.433 -0.770 -0.235
C -1.913 -0.164 -0.982
H 1.295 -1.555 0.982
N -0.805 0.790 -0.243
H -2.595 0.574 -1.394
H 3.374 0.436 0.251
```

Kohn-Sham gap	0.3674	Eh
energy above the lowest of the compared OMol25 structures with the same formula, charge and spin	443.4	kJ/mol
2S+1	1
HOMO level	-8.896	eV
net charge	0
lowest unoccupied orbital energy	1.10	eV


# 4
Molecular formula: C15H15BrHgN3O5
Method: DFT, ωB97M-V/def2-TZVPD

Structure (XYZ):
```
40
C15H15BrHgN3O5 | the OMol25 dataset | ωB97M-V/def2-TZVPD
C -0.216 -0.870 -3.123
N -1.177 1.106 1.286
C -1.155 -0.605 2.960
N 1.864 -0.229 -4.162
O -1.234 3.934 -0.961
H -2.048 4.368 1.492
C -1.468 0.743 2.576
C 1.834 0.873 2.633
C 2.762 0.729 3.653
H 0.946 1.473 2.772
C 3.896 -0.038 3.457
C 1.270 -0.580 -3.001
H -0.703 0.101 -3.249
H 3.174 -0.876 0.260
H 1.329 -0.037 -4.990
C -1.385 2.386 0.908
H -0.372 -1.461 -4.032
H -1.611 4.521 -0.293
C -0.798 -1.573 -1.901
C -2.024 1.656 3.482
O -1.450 -0.922 4.248
N 1.990 0.283 1.456
O -0.566 1.857 -1.262
O -0.641 -1.469 2.234
H -1.217 -1.850 4.387
H 2.826 0.066 -4.134
H -2.266 1.319 4.477
C 3.081 -0.446 1.248
Br 2.481 1.610 5.312
H -1.888 -1.522 -1.932
C -2.243 2.957 3.088
H 4.922 -1.239 2.007
H -0.500 -2.624 -1.904
H 4.627 -0.157 4.243
C -1.900 3.336 1.782
H -2.663 3.681 3.770
O 1.914 -0.667 -1.972
C 4.055 -0.633 2.214
Hg -0.092 -0.521 -0.102
C -1.027 2.684 -0.494
```

expectation value of S²	0.764
Kohn-Sham gap (spin up / spin down)	0.2073 / 0.3275	Eh
energy above the lowest of the compared OMol25 structures with the same formula, charge and spin	0.0	kJ/mol
2S+1	2
HOMO level (spin up / spin down)	-5.419 / -8.551	eV
net charge	0
lowest unoccupied orbital energy (spin up / spin down)	0.22 / 0.36	eV


# 5
Molecular formula: C6H12O
Method: DFT, ωB97M-V/def2-TZVPD

Structure (XYZ):
```
19
C6H12O | the OMol25 dataset | ωB97M-V/def2-TZVPD
H 2.112 -0.638 -0.690
C 0.885 0.438 0.765
H -0.487 -0.913 -1.826
C -1.482 -0.666 -1.439
C -0.592 0.610 0.606
C -1.483 -0.506 0.078
H 2.307 1.022 1.942
H 0.891 -1.646 0.097
H -1.800 0.269 -1.911
O 1.351 0.919 2.001
C 0.364 1.436 -0.233
H -2.510 -0.317 0.410
H 2.317 -1.152 0.994
H -1.031 1.181 1.422
H 0.482 1.196 -1.288
H 0.446 2.492 0.009
C 1.585 -0.814 0.255
H -1.188 -1.449 0.558
H -2.167 -1.462 -1.750
```

Kohn-Sham gap	0.3797	Eh
energy above the lowest of the compared OMol25 structures with the same formula, charge and spin	117.1	kJ/mol
2S+1	1
HOMO level	-9.359	eV
net charge	0
lowest unoccupied orbital energy	0.97	eV


# 6
Molecular formula: C36H30Cl4N9O5Rh
Method: DFT, ωB97M-V/def2-TZVPD

Structure (XYZ):
```
85
C36H30Cl4N9O5Rh | the OMol25 dataset | ωB97M-V/def2-TZVPD
H 3.905 6.008 1.219
H -5.258 -4.303 -2.673
H -6.215 -1.934 0.226
C -1.425 -1.838 1.758
Rh 1.093 1.328 0.492
O 0.549 1.550 2.583
C 2.592 2.378 -3.323
O -0.806 -2.724 0.909
C -1.872 4.096 1.772
O -0.065 0.262 -4.713
C -1.314 -0.343 -1.085
O -0.411 2.769 0.460
C 1.799 1.736 -4.260
N -0.655 0.019 -2.204
C -5.560 -2.660 -0.251
H -3.441 -5.471 -3.875
H -2.516 1.356 1.560
Cl -3.647 5.511 3.215
H -1.772 -3.136 3.429
H 0.986 -1.510 -4.973
C 3.930 4.933 1.263
C -2.816 0.063 3.247
C 2.812 -1.161 0.538
C -1.703 -2.804 -2.733
C 3.898 0.781 1.170
C -4.261 -3.888 -2.690
Cl -2.500 4.889 0.378
O -4.977 -1.988 -1.348
C -0.852 2.787 4.045
H 3.403 3.011 -3.646
N 2.768 2.872 1.097
C 5.140 4.245 1.484
C 0.570 -0.679 -5.555
N -2.529 -0.970 -1.328
N 1.762 -1.785 -0.032
C -0.864 3.124 1.592
H -1.130 -0.202 -3.077
H -0.357 -4.606 0.420
H 1.810 -2.788 -0.070
H 6.889 -1.483 1.799
C 4.967 -1.221 1.228
C -2.716 -2.137 -2.053
N 2.710 0.151 0.788
N 5.029 0.080 1.382
H -3.266 -0.803 -0.651
C 5.140 2.882 1.520
C 1.301 1.417 -1.494
N 3.896 -1.893 0.755
C -2.367 4.387 3.032
C -1.916 -2.150 3.014
C 0.767 0.931 -3.825
H 6.042 -2.936 1.328
C 2.778 4.193 1.096
H -1.718 -4.467 1.567
C -2.335 0.383 1.989
Cl -2.483 4.118 5.717
C -3.242 -4.538 -3.370
N -0.890 -0.118 0.108
C -4.006 -2.695 -2.037
C 3.929 2.180 1.290
C -0.328 2.436 2.778
C -1.574 -0.526 1.262
H -0.042 -4.218 2.130
H 6.030 2.297 1.678
H -0.206 -1.050 -6.223
H -2.891 -1.435 4.777
C -2.571 -1.190 3.776
H -3.369 0.796 3.814
H 1.984 1.868 -5.317
H 6.056 4.801 1.614
H 1.821 4.675 0.934
H -1.172 -4.494 -3.916
C 0.482 0.791 -2.446
H -6.147 -3.530 -0.559
H 1.375 -0.236 -6.146
C -1.971 -3.992 -3.390
H 3.017 2.692 -1.276
H -4.790 -2.982 0.460
H -0.696 -2.420 -2.712
C 2.355 2.204 -1.976
Cl -0.257 1.951 5.424
C -1.847 3.740 4.169
C -0.733 -4.074 1.294
H 0.854 -1.348 0.069
N 6.037 -1.964 1.579
```

Kohn-Sham gap	0.1593	Eh
energy above the lowest of the compared OMol25 structures with the same formula, charge and spin	0.0	kJ/mol
2S+1	1
HOMO level	-5.856	eV
net charge	0
lowest unoccupied orbital energy	-1.52	eV


# 7
Molecular formula: C5H6N2
Method: DFT, ωB97M-V/def2-TZVPD

Structure (XYZ):
```
13
C5H6N2 | the OMol25 dataset | ωB97M-V/def2-TZVPD
N -2.531 1.239 0.670
C 1.150 -0.168 -0.331
H 0.023 -1.624 -1.484
H -0.530 0.039 -1.829
C 0.923 0.953 0.592
H 1.783 1.319 1.145
C -0.772 -0.671 0.320
C -0.096 -0.620 -1.073
H 2.153 -0.518 -0.558
C -1.797 0.354 0.542
H 0.145 1.695 0.419
N 0.529 -0.392 1.023
H -1.157 -1.652 0.604
```

Kohn-Sham gap	0.3979	Eh
energy above the lowest of the compared OMol25 structures with the same formula, charge and spin	229.4	kJ/mol
2S+1	1
HOMO level	-9.897	eV
net charge	0
lowest unoccupied orbital energy	0.93	eV


# 8
Molecular formula: C19H46BNO6P
Method: DFT, ωB97M-V/def2-TZVPD

Structure (XYZ):
```
74
C19H46BNO6P | the OMol25 dataset | ωB97M-V/def2-TZVPD
C 0.637 1.508 0.196
H 5.819 -0.323 -1.878
C -5.234 0.421 0.970
H 0.377 1.680 3.499
O 4.137 2.034 3.510
C 2.907 0.081 0.105
H 0.275 -3.353 2.150
H 2.883 1.270 6.527
O -0.143 2.190 2.787
H 4.512 -2.399 -2.228
H -5.207 1.480 -0.916
C 3.964 -2.010 -1.260
H 3.646 2.871 3.445
H -0.446 -0.820 -1.062
H 1.256 -1.746 -4.593
H -0.482 1.481 -0.158
H 1.010 1.527 -3.391
P 0.728 -0.872 1.848
H -0.574 0.873 -2.495
H -8.870 -0.200 -4.629
H -3.731 1.665 0.052
H -7.267 -0.564 -2.734
H 2.196 -2.243 3.938
H 1.749 -3.108 0.900
H 2.263 2.465 5.364
H 1.622 -2.893 -3.027
H 4.781 2.478 5.407
H 3.081 -2.709 -0.906
C 3.533 -0.415 -1.334
H -0.034 0.206 -4.251
H -6.630 2.168 -3.206
H -0.094 -2.187 -3.353
H 5.269 1.019 -0.543
B 0.797 2.280 1.652
C 0.738 -0.969 -1.014
H -8.318 0.827 -2.402
C 1.240 -2.711 1.879
C 4.976 0.415 -1.501
H 2.836 2.648 1.827
H -7.191 0.066 -5.157
O 1.985 3.180 1.795
H 4.823 1.220 -2.363
C 2.834 1.537 5.468
C -1.216 -0.899 1.746
H -1.716 -1.145 2.776
C 1.070 -1.940 -3.446
H -1.559 0.138 1.288
C 1.305 -0.599 -2.505
N 2.710 -0.046 -2.547
H 3.244 1.205 0.244
H 1.286 2.140 -0.576
H -1.479 -1.726 0.938
C 2.325 -3.054 3.105
C -7.531 0.447 -3.060
C 1.273 -0.005 0.199
H 4.782 0.757 4.971
O 3.364 -0.529 -3.650
H -4.536 -0.108 1.627
H 3.394 -3.058 2.621
H 0.907 -2.115 -0.848
C 0.330 0.580 -3.178
H 2.048 -4.127 3.506
C 4.223 1.694 4.886
H -6.003 -0.301 0.676
C -4.513 0.961 -0.248
O -6.383 1.271 -2.922
H 3.404 -0.584 0.938
C -7.988 0.435 -4.504
O -3.902 -0.103 -0.962
H -4.606 -0.718 -1.231
H 2.278 0.760 4.933
H -8.232 1.448 -4.841
H -5.707 1.229 1.534
H 4.778 -2.074 -0.389
```

expectation value of S²	0.754
Kohn-Sham gap (spin up / spin down)	0.3204 / 0.2855	Eh
2S+1	2
HOMO level (spin up / spin down)	-8.064 / -8.064	eV
net charge	0
lowest unoccupied orbital energy (spin up / spin down)	0.65 / -0.30	eV


# 9
Molecular formula: C9H14O
Method: DFT, ωB97M-V/def2-TZVPD

Structure (XYZ):
```
24
C9H14O | the OMol25 dataset | ωB97M-V/def2-TZVPD
O 1.124 -2.002 1.426
C -0.935 -0.253 -1.068
H 4.306 1.573 -0.053
H -1.080 -1.268 2.651
H -3.608 1.457 0.105
H 2.649 1.734 0.611
H -2.780 0.162 1.697
C 3.314 1.977 -0.222
C -0.952 -0.961 1.627
C -1.964 0.229 -0.247
H 1.744 -2.277 0.728
C -1.980 -0.218 1.070
H 3.368 0.676 -1.998
H -3.651 0.827 -1.595
H -2.573 2.087 -1.126
H 1.025 -1.084 -1.180
C 2.714 1.413 -1.531
C -3.025 1.156 -0.768
H 1.743 0.952 -1.375
H 2.610 2.248 -2.223
C 0.079 -1.354 0.787
H -0.961 0.001 -2.119
C 0.201 -0.867 -0.517
H 3.285 3.064 -0.224
```

Kohn-Sham gap	0.3420	Eh
energy above the lowest of the compared OMol25 structures with the same formula, charge and spin	60.6	kJ/mol
2S+1	1
HOMO level	-8.414	eV
net charge	0
lowest unoccupied orbital energy	0.89	eV


# 10
Molecular formula: C7H33NO9
Method: DFT, ωB97M-V/def2-TZVPD

Structure (XYZ):
```
50
C7H33NO9 | the OMol25 dataset | ωB97M-V/def2-TZVPD
H 2.561 -0.110 3.468
H -0.587 0.061 3.390
H 3.352 0.404 0.831
H -0.298 0.338 -2.776
H 1.452 1.287 -3.686
H 1.891 2.864 -3.062
H 4.549 -0.588 0.607
C -1.009 1.038 -2.288
H -1.947 1.217 -2.844
H -2.788 2.424 -1.423
O 1.881 1.452 3.334
O -0.633 0.933 3.721
H -0.707 -4.126 -1.017
C -3.027 -0.639 0.032
O 0.242 -1.987 2.988
O 2.555 -2.933 0.974
C -2.538 1.684 -0.518
H -0.934 -0.649 0.510
O 0.015 -4.315 -1.635
H -2.333 2.408 0.382
H 1.168 1.215 3.853
H 0.778 -3.958 -1.260
C -3.716 0.681 -0.239
H 1.617 1.297 -2.102
H 1.661 -3.492 1.107
H 1.128 2.814 -0.005
H -4.349 1.031 0.640
H 2.428 -2.111 1.515
H -1.176 -1.086 -1.240
H 0.347 -2.643 3.809
H 0.418 1.531 -0.010
N -1.267 0.966 -0.817
C -0.228 2.388 -2.705
H 1.663 1.911 2.499
H 1.140 -1.370 3.075
O 4.027 -0.062 1.219
H -0.831 2.749 -3.567
O 2.724 -1.048 3.245
O 0.917 2.115 0.537
H -3.081 -0.899 1.131
H -3.236 -1.559 -0.683
C -1.492 -0.452 -0.405
H 3.506 -1.056 2.642
C 1.251 2.030 -2.971
H -1.136 -2.007 -3.661
H -4.313 0.517 -1.108
O -0.163 -1.904 -3.451
H -0.262 3.054 -1.912
H -0.068 -2.898 -3.376
H -1.153 1.483 3.253
```

Kohn-Sham gap	0.3452	Eh
energy above the lowest of the compared OMol25 structures with the same formula, charge and spin	418.3	kJ/mol
2S+1	1
HOMO level	-9.113	eV
net charge	0
lowest unoccupied orbital energy	0.28	eV


# 11
Molecular formula: C6H10
Method: DFT, ωB97M-V/def2-TZVPD

Structure (XYZ):
```
16
C6H10 | the OMol25 dataset | ωB97M-V/def2-TZVPD
C 1.321 0.973 0.602
H 0.484 0.899 2.494
H 2.822 0.483 -0.756
H -0.083 -2.185 -0.145
H 0.184 2.441 1.459
C 0.557 1.428 1.555
C -1.036 -0.266 -0.454
C 0.121 0.210 -1.338
H 0.402 -0.608 -1.981
H -1.736 -2.047 0.507
H -1.601 0.485 0.131
H -1.667 -0.509 -1.339
H -0.327 1.045 -1.939
C -0.785 -1.523 0.374
H -0.366 -1.332 1.369
C 1.711 0.507 -0.538
```

Kohn-Sham gap	0.3724	Eh
energy above the lowest of the compared OMol25 structures with the same formula, charge and spin	309.1	kJ/mol
2S+1	1
HOMO level	-8.984	eV
net charge	0
lowest unoccupied orbital energy	1.15	eV